P | {"formula": "C4H6FNO2", "method": "ωB97M-V/def2-TZVPD", "smiles": "N[C@]1(CF)COC1=O", "charge": 0, "lumo_ev": 0.7, "homo_energy_ev": -10.26, "symbols": ["N", "C", "C", "F", "C", "O", "C", "O", "H", "H", "H", "H", "H", "H"], "coordinates": [[-0.34, 1.38, 1.22], [-0.14, 0.27, 0.22], [-1.08, 0.32, -1.03], [-2.43, -0.43, -0.46], [-0.07, -1.05, 0.82], [1.27, -1.24, 0.38], [1.33, -0.03, -0.31], [2.24, 0.59, -0.88], [0.18, 2.32, 1.11], [-1.23, 1.63, 1.40], [-1.44, 1.36, -1.29], [-0.67, -0.23, -2.04], [-0.17, -1.02, 1.89], [-0.75, -1.78, 0.33]]}

***

Q | {"formula": "C4H6FNO2", "method": "ωB97M-V/def2-TZVPD", "smiles": "C=CCO/[N+]([O-])=C/F", "charge": 0, "lumo_ev": 0.7, "homo_energy_ev": -9.19, "symbols": ["C", "C", "C", "O", "N", "O", "C", "F", "H", "H", "H", "H", "H", "H"], "coordinates": [[-1.20, 1.11, 0.63], [-1.09, -0.18, 0.72], [-0.67, -1.12, -0.46], [0.68, -1.49, -0.43], [1.61, -0.49, 0.02], [2.48, -0.87, 0.80], [1.29, 0.64, -0.54], [2.10, 1.73, -0.35], [-1.47, 1.65, 1.60], [-1.07, 1.79, -0.32], [-1.15, -0.61, 1.67], [-1.26, -2.15, -0.56], [-1.02, -0.67, -1.38], [0.77, 0.65, -1.41]]}

***

Stability, lowest: Q

***

P | {"formula": "C7H14O", "method": "ωB97M-V/def2-TZVPD", "smiles": "C=C(/C=C/C)CC.O", "charge": 0, "lumo_ev": 0.8, "homo_energy_ev": -8.73, "symbols": ["C", "C", "C", "C", "C", "C", "C", "H", "H", "H", "H", "H", "H", "H", "H", "H", "H", "H", "H", "O", "H", "H"], "coordinates": [[0.00, -0.93, -1.76], [0.66, 0.04, -1.11], [0.18, 0.28, 0.28], [-1.11, 0.59, 0.50], [-1.57, 0.92, 1.85], [1.67, 0.86, -1.90], [1.12, 2.20, -2.43], [0.11, -1.31, -2.80], [-0.70, -1.58, -1.26], [0.97, 0.25, 1.04], [-1.80, 0.37, -0.33], [-2.63, 0.86, 2.10], [-1.17, 0.25, 2.63], [-1.35, 1.96, 2.13], [2.09, 0.14, -2.61], [2.47, 1.24, -1.26], [1.92, 2.59, -3.07], [0.88, 2.88, -1.61], [0.11, 2.18, -2.81], [-0.65, -3.29, 3.52], [-1.00, -4.15, 3.73], [-0.10, -3.41, 2.75]]}

***

Q | {"formula": "C7H14O", "method": "ωB97M-V/def2-TZVPD", "smiles": "C=C/C=C/CCC.O", "charge": 0, "lumo_ev": 0.8, "homo_energy_ev": -8.93, "symbols": ["C", "C", "C", "C", "C", "C", "C", "H", "H", "H", "H", "H", "H", "H", "H", "H", "H", "H", "H", "O", "H", "H"], "coordinates": [[-2.16, 0.97, 1.51], [-1.52, 1.77, 0.68], [-0.15, 1.52, 0.16], [0.74, 0.71, 0.72], [2.08, 0.42, 0.10], [2.05, -0.77, -0.88], [1.29, -1.97, -0.31], [-1.81, 0.01, 1.87], [-3.18, 1.11, 1.89], [-1.95, 2.69, 0.32], [0.10, 2.05, -0.75], [0.51, 0.30, 1.69], [2.42, 1.35, -0.38], [2.83, 0.18, 0.86], [1.50, -0.48, -1.78], [3.09, -0.99, -1.11], [1.51, -2.16, 0.73], [1.49, -2.88, -0.86], [0.21, -1.76, -0.36], [-3.20, -0.98, -1.25], [-3.21, -0.66, -2.15], [-2.65, -0.43, -0.69]]}

***

Stability, lowest: P

***

P | {"formula": "C7H14O", "method": "ωB97M-V/def2-TZVPD", "smiles": "C=C(C)C=O.CCC", "charge": 0, "lumo_ev": 0.2, "homo_energy_ev": -9.81, "symbols": ["C", "C", "C", "C", "O", "H", "H", "H", "H", "H", "H", "C", "C", "C", "H", "H", "H", "H", "H", "H", "H", "H"], "coordinates": [[1.34, 0.41, -2.02], [0.09, 0.02, -1.77], [-0.56, -1.22, -2.30], [-0.82, 0.98, -0.96], [-0.54, 2.14, -0.74], [1.68, 1.37, -1.66], [2.05, -0.22, -2.52], [0.18, -1.85, -2.80], [-1.01, -1.79, -1.49], [-1.36, -0.96, -2.99], [-1.87, 0.65, -1.00], [1.19, 0.66, 1.89], [0.22, -0.45, 1.50], [-1.17, -0.21, 2.06], [0.88, 1.60, 1.42], [2.21, 0.43, 1.57], [1.20, 0.82, 2.96], [0.60, -1.40, 1.90], [0.25, -0.53, 0.34], [-1.15, -0.07, 3.14], [-1.60, 0.68, 1.61], [-1.83, -1.05, 1.84]]}

***

Q | {"formula": "C7H14O", "method": "ωB97M-V/def2-TZVPD", "smiles": "C=C(C)C/C=C/C.O", "charge": 0, "lumo_ev": 0.8, "homo_energy_ev": -8.68, "symbols": ["C", "C", "C", "C", "C", "C", "C", "H", "H", "H", "H", "H", "H", "H", "H", "H", "H", "H", "H", "O", "H", "H"], "coordinates": [[-2.33, -0.01, 1.08], [-1.03, -0.17, 1.27], [-0.44, -1.44, 1.74], [0.00, 0.96, 1.14], [0.34, 1.20, -0.30], [-0.17, 2.17, -1.08], [0.36, 2.51, -2.46], [-3.02, -0.82, 1.28], [-2.91, 0.83, 0.73], [-1.05, -2.30, 1.46], [0.54, -1.58, 1.25], [-0.16, -1.55, 2.79], [0.89, 0.64, 1.68], [-0.31, 1.89, 1.63], [0.90, 0.42, -0.80], [-0.80, 2.91, -0.58], [-0.42, 2.19, -3.14], [1.29, 1.97, -2.64], [0.56, 3.58, -2.51], [2.40, -4.21, -0.56], [2.91, -5.02, -0.46], [2.46, -4.16, -1.52]]}

***

Stability, lowest: Q

***

P | {"formula": "C7H14O", "method": "ωB97M-V/def2-TZVPD", "smiles": "C=CC(=C)CCC.O", "charge": 0, "lumo_ev": 0.8, "homo_energy_ev": -8.95, "symbols": ["C", "C", "C", "C", "C", "C", "C", "H", "H", "H", "H", "H", "H", "H", "H", "H", "H", "H", "H", "O", "H", "H"], "coordinates": [[-3.05, -1.54, -0.60], [-2.13, -1.11, -1.45], [-1.17, 0.01, -1.22], [-1.52, 1.04, -0.46], [0.25, -0.42, -1.60], [1.33, -0.10, -0.59], [2.62, -0.86, -0.89], [-3.09, -1.02, 0.35], [-3.61, -2.47, -0.65], [-2.07, -1.53, -2.46], [-0.79, 1.83, -0.33], [-2.52, 1.08, -0.09], [0.16, -1.48, -1.81], [0.51, 0.03, -2.57], [1.09, -0.16, 0.47], [1.51, 0.98, -0.64], [2.52, -1.70, -1.59], [3.25, -1.11, -0.04], [3.27, -0.25, -1.53], [0.88, 3.15, 5.91], [1.36, 2.96, 5.11], [1.20, 2.66, 6.68]]}

***

Q | {"formula": "C7H14O", "method": "ωB97M-V/def2-TZVPD", "smiles": "C/C=C/O.C=C(C)C", "charge": 0, "lumo_ev": 0.8, "homo_energy_ev": -8.60, "symbols": ["C", "C", "C", "O", "H", "H", "H", "H", "H", "H", "C", "C", "C", "C", "H", "H", "H", "H", "H", "H", "H", "H"], "coordinates": [[1.43, 2.15, -1.03], [2.24, 1.76, 0.17], [2.14, 0.57, 0.75], [3.08, 0.15, 1.65], [1.98, 2.80, -1.71], [1.10, 1.26, -1.54], [0.55, 2.77, -0.79], [2.91, 2.49, 0.62], [1.37, -0.14, 0.48], [2.69, -0.50, 2.24], [-1.25, -0.09, -1.19], [-1.55, -0.94, -0.20], [-1.33, -0.68, 1.27], [-2.18, -2.28, -0.51], [-1.22, -0.40, -2.23], [-1.11, 0.97, -1.04], [-2.15, -1.19, 1.77], [-1.29, 0.39, 1.48], [-0.40, -1.17, 1.57], [-1.99, -2.59, -1.54], [-3.25, -2.24, -0.32], [-1.75, -3.08, 0.11]]}

***

R | {"formula": "C7H14O", "method": "ωB97M-V/def2-TZVPD", "smiles": "C=CC(=C)CCC.O", "charge": 0, "lumo_ev": 0.8, "homo_energy_ev": -9.54, "symbols": ["C", "C", "C", "C", "C", "C", "C", "H", "H", "H", "H", "H", "H", "H", "H", "H", "H", "H", "H", "O", "H", "H"], "coordinates": [[-2.31, -1.51, 1.36], [-1.92, -0.24, 1.26], [-0.55, 0.14, 1.12], [0.40, 0.61, 1.88], [-0.25, 0.12, -0.42], [0.45, -1.10, -1.10], [1.91, -0.84, -1.37], [-1.57, -2.18, 1.86], [-3.30, -1.82, 1.10], [-2.66, 0.66, 1.08], [1.21, 1.01, 1.35], [0.55, 0.66, 2.93], [-1.31, 0.34, -1.11], [0.37, 0.95, -0.78], [-0.06, -1.55, -2.03], [0.43, -1.96, -0.33], [2.30, -0.45, -0.40], [2.05, -0.01, -2.06], [2.43, -1.75, -1.41], [0.41, 3.13, -1.26], [1.15, 2.44, -1.28], [0.25, 3.35, -0.38]]}

***

Stability, lowest: R

***

P | {"formula": "CH7N3O", "method": "ωB97M-V/def2-TZVPD", "charge": 0, "lumo_ev": [0.8, -0.9], "homo_energy_ev": [-9.84, -6.95], "symbols": ["C", "N", "N", "N", "O", "H", "H", "H", "H", "H", "H", "H"], "coordinates": [[0.47, -0.18, 0.67], [-0.55, 0.73, 1.04], [-1.28, -0.76, -0.65], [1.22, 0.12, -0.50], [-0.43, 1.95, 0.46], [0.21, 1.82, -0.29], [-1.09, -1.67, -1.06], [-2.24, -0.78, -0.32], [0.62, -0.02, -1.32], [2.05, -0.45, -0.60], [0.20, -1.20, 0.93], [0.82, 0.43, 1.64]]}

***

Q | {"formula": "CH7N3O", "method": "ωB97M-V/def2-TZVPD", "smiles": "NC(N)=O.N", "charge": 0, "lumo_ev": 0.9, "homo_energy_ev": -9.79, "symbols": ["N", "C", "N", "O", "H", "H", "H", "H", "N", "H", "H", "H"], "coordinates": [[0.37, -2.12, -0.02], [0.25, -0.75, 0.01], [-0.42, -0.23, -1.08], [0.72, -0.08, 0.90], [0.39, -2.62, -0.88], [0.93, -2.47, 0.74], [-0.64, 0.76, -1.03], [-1.14, -0.82, -1.49], [-0.66, 2.58, 0.22], [-1.48, 2.05, 0.46], [-0.96, 3.54, 0.15], [-0.06, 2.48, 1.03]]}

***

Stability, lowest: P